Record 1
Entry from OMol25: a molecular structure, C40H35CoN5O4P2S2 (the ωB97M-V functional and the def2-TZVPD basis).

Calculated values
Highest occupied orbital energy (alpha / beta) (eV): -6.67 / -6.94
Relative energy (zero: lowest compared OMol25 entry of this formula, charge and spin) (kcal per mole): 67.1
LUMO energy (alpha / beta) (Eh): -0.005 / -0.033

The geometry in ORCA input format:
```
! wB97M-V def2-TZVPD RIJCOSX def2/J DEFGRID3
* xyz 0 4
H 0.966 3.619 -2.948
O -2.308 -0.173 -1.600
C -0.534 4.355 1.485
C 0.593 -2.558 -0.968
C 2.252 2.968 0.116
C -2.735 -2.196 -2.753
O -2.383 -4.459 0.644
P -0.398 2.459 -0.610
C -2.557 3.150 6.032
N 0.045 -1.898 0.051
C -0.119 -2.745 2.314
H -0.966 5.075 0.794
H -2.510 -2.399 -0.634
H 3.312 4.194 -3.382
H -5.158 1.018 -0.525
H -1.006 4.503 2.452
H 0.395 1.212 -3.259
C 1.182 -2.503 -3.363
H -0.730 2.392 6.860
C -3.462 -1.405 1.124
C 3.573 3.310 -0.127
H 0.533 4.562 1.585
N 0.549 -0.515 -2.167
H -2.944 3.482 6.987
H -3.763 5.615 -3.934
H -1.870 6.707 -2.777
C -2.813 -4.290 -1.617
C -2.523 -0.684 -2.741
C -1.569 2.284 3.582
N -0.794 2.999 0.988
C 1.293 -1.780 -4.533
H -2.997 -2.278 -4.856
H 1.579 -2.269 -5.454
C -2.956 -2.867 -3.949
C -2.669 -2.916 -1.569
C -2.465 2.912 -2.357
H 4.304 3.219 0.666
C -3.107 -4.248 -3.974
C -2.820 2.898 3.658
C -4.389 0.553 0.079
C 1.294 3.085 -0.889
C -3.308 3.666 -3.166
H -3.279 -4.760 -4.911
H -0.605 -3.399 5.824
H -5.283 -1.394 -0.004
Co -0.540 0.161 -0.470
H 1.053 0.181 -5.407
P -0.953 1.660 1.992
H -3.414 3.032 2.762
H 1.363 -3.570 -3.339
C -2.043 5.646 -2.651
C -4.457 -0.803 0.370
C -0.822 2.103 4.739
O -2.968 -6.244 -0.399
C 0.793 -1.844 -2.194
N -2.717 -5.056 -0.364
H -3.258 2.360 0.278
H 4.993 4.015 -1.574
H 0.251 -2.088 4.977
S 0.673 0.586 2.169
C -3.106 5.029 -3.304
C -0.008 -3.143 4.951
S -1.059 -3.473 3.512
C -1.316 2.537 5.962
H -0.342 5.378 -1.388
H 1.966 2.581 1.089
H -1.610 -1.112 2.179
H 0.845 -3.608 -0.877
H -2.602 1.841 -2.267
H -4.280 3.808 4.930
O -2.561 -0.094 -3.823
H 0.144 1.620 4.672
N -0.134 -2.537 1.139
C 3.960 3.754 -1.384
H -4.112 3.174 -3.698
C -3.309 3.332 4.877
H 0.885 -3.761 4.922
C 1.010 -0.421 -4.511
H -3.504 -2.465 1.342
C -2.316 0.709 1.286
H -3.144 -6.053 -2.784
C -1.193 4.899 -1.854
C 0.641 0.159 -3.308
C -3.034 -4.979 -2.799
C -2.393 -0.651 1.584
C 3.018 3.854 -2.397
C 1.693 3.523 -2.152
C -1.410 3.527 -1.685
C -3.325 1.311 0.535
*
```

Record 2
Entry from OMol25: a molecular structure, C40H36ClHgN3Si2 (the ωB97M-V functional and the def2-TZVPD basis).

Calculated values
Highest occupied orbital energy (alpha / beta) (eV): -6.36 / -7.72
Relative energy (zero: lowest compared OMol25 entry of this formula, charge and spin) (kcal per mole): 41.9
LUMO energy (alpha / beta) (Eh): -0.048 / -0.025

The geometry in ORCA input format:
```
! wB97M-V def2-TZVPD RIJCOSX def2/J DEFGRID3
* xyz 0 1
C -4.833 -3.125 1.103
C 3.498 2.499 -4.011
C -3.487 -2.716 1.160
C 2.788 1.574 -3.239
H 3.420 3.563 -3.777
C -1.783 -1.477 -2.928
H 0.780 -3.050 -1.353
C -2.069 3.596 6.191
C 0.020 -1.061 5.237
C 0.747 -0.781 -5.177
C 3.834 -0.219 -4.398
H -1.898 4.395 6.921
C -5.730 -2.611 2.053
H 2.618 -2.303 3.511
C -1.272 3.488 5.039
C -3.872 -1.354 2.953
C -1.475 2.434 4.150
C -0.384 0.234 -1.913
C 0.736 0.109 4.826
C -0.205 -2.469 -6.620
H 3.017 -2.280 -1.887
H 3.997 -1.284 -4.567
H -5.145 -3.826 0.323
H 1.626 -3.871 -4.101
H 4.011 0.964 1.020
C 0.560 -0.788 -1.438
H -1.896 0.622 -3.395
C 3.246 2.878 1.646
H -2.611 -1.751 -3.582
H -5.831 -1.251 3.794
H -0.368 -0.336 -6.968
C -3.321 1.631 5.526
C -3.101 2.676 6.423
H 2.469 0.373 3.410
N -3.425 -0.489 3.964
C -1.132 -2.465 -2.185
H -0.824 -2.742 -7.487
H 0.459 -3.240 4.914
H 4.782 2.786 -5.736
Si 2.014 -1.366 -2.584
H -1.503 -3.493 -2.160
C 1.175 2.388 -0.267
C 1.116 -3.104 -4.684
Cl -1.746 1.519 0.587
C 3.279 1.746 0.844
C 0.011 -1.124 -6.317
Hg 0.686 -2.838 0.953
C 1.792 -0.282 3.965
C 0.076 -2.187 -1.517
H -1.087 2.680 -2.017
H -0.863 2.307 3.257
H 0.470 4.355 0.271
C 0.744 -2.197 4.763
C 1.243 3.599 0.451
C -5.246 -1.714 3.000
C 4.304 2.069 -5.061
C -2.481 1.479 4.411
H -6.779 -2.923 2.059
H -0.502 4.245 4.858
C 4.457 0.693 -5.259
H 0.305 -4.503 -6.111
H 0.499 1.123 5.115
H 2.599 0.897 -0.973
H 0.972 0.277 -5.013
Si -0.517 1.860 -1.011
H -3.758 2.751 7.293
C 2.952 0.182 -3.387
N -2.552 0.369 3.561
H 2.119 2.020 -2.509
C 1.223 -1.766 -4.295
H 3.948 3.004 2.470
N -3.015 -1.809 2.033
C 2.252 3.830 1.395
H 5.073 0.321 -6.079
H 1.049 -0.455 -0.518
H -4.102 0.879 5.638
H -0.897 -1.074 5.803
H 2.258 4.751 1.975
C 0.393 -3.453 -5.830
C 1.854 -1.713 4.000
H -2.735 -3.143 0.483
C 2.349 1.606 -0.185
C -1.377 -0.139 -2.805
*
```

Record 3
Entry from OMol25: a molecular structure, C40H36N6O6S4Sn (the ωB97M-V functional and the def2-TZVPD basis).

Calculated values
Highest occupied orbital energy (alpha / beta) (eV): -8.24 / -7.93
Relative energy (zero: lowest compared OMol25 entry of this formula, charge and spin) (kcal per mole): 12.5
LUMO energy (alpha / beta) (Eh): -0.082 / -0.104

The geometry in ORCA input format:
```
! wB97M-V def2-TZVPD RIJCOSX def2/J DEFGRID3
* xyz 0 1
C -0.376 3.386 0.701
H 4.782 -2.103 -3.753
N -4.195 -0.100 -1.517
H 5.790 -0.908 1.146
C 2.901 1.832 -1.186
C 3.289 -1.576 2.120
H 0.953 -5.340 3.266
H -4.533 2.735 -5.192
H -4.996 1.223 2.425
H -2.889 3.987 -0.067
H -3.951 1.446 -3.193
N 1.684 -0.190 3.232
H -6.722 2.388 -6.314
C -5.240 2.014 -4.801
H 4.597 3.116 -1.593
H -0.536 4.409 0.363
O 1.023 0.388 -1.003
H 2.921 1.158 -4.983
H -1.032 -4.467 0.788
H -3.860 -0.364 3.708
C 1.167 0.467 4.259
C 5.016 -1.214 -1.817
H 4.673 0.432 1.070
H -7.734 -0.558 -3.386
C 3.841 2.201 -3.348
N -5.404 -0.391 -1.971
C 3.213 -1.528 -0.256
N -0.429 1.328 2.676
C 1.926 0.950 -1.724
C 2.525 -2.272 -1.221
C 3.445 -0.996 4.580
H -1.711 -4.865 2.391
C -4.062 1.660 2.090
C -6.464 1.822 -5.428
O 5.652 3.582 -3.686
C -2.877 0.105 3.663
C 2.784 -0.904 3.367
H 5.988 -0.789 -2.047
H 3.422 -0.333 6.621
H -2.136 -0.665 3.429
C 3.104 -2.481 -2.466
H 0.403 3.375 1.460
S -5.141 -1.880 0.055
C -7.349 0.896 -4.906
C -6.138 -1.365 -1.262
O 4.813 2.581 -5.394
H 2.569 -3.072 -3.202
S -7.629 -1.981 -1.500
C -4.904 1.290 -3.673
C -4.070 2.652 1.124
C 2.926 -0.297 5.659
N 2.583 -1.284 1.017
S -2.426 -0.625 0.373
H 1.310 1.015 6.305
C 5.290 -0.228 0.457
C 1.247 -4.575 2.549
C 2.969 2.098 0.209
C 4.476 -1.002 -0.549
H 3.730 2.826 0.519
H 1.223 0.048 -3.541
S 0.055 -3.230 2.540
C -5.803 0.355 -3.158
C 2.889 1.335 -3.917
C 1.169 -2.861 -0.927
H 4.339 -1.600 4.636
H 0.939 -3.663 -1.628
C 3.851 2.451 -2.012
H 2.216 -4.162 2.832
H 1.113 -3.244 0.090
H -0.001 2.811 -0.156
O 4.261 -2.317 2.221
Sn 0.759 -0.047 1.109
C -3.872 -0.802 -0.433
C -1.653 1.794 2.200
O -0.696 1.763 4.910
C -2.877 3.210 0.689
H -5.010 2.990 0.703
C -0.095 1.235 3.993
C -7.030 0.157 -3.773
C -1.333 -4.064 1.756
C -2.868 1.204 2.636
H -8.310 0.733 -5.378
N 4.845 2.838 -4.207
H -2.117 -3.321 1.606
H 6.047 0.372 -0.052
C 1.958 0.727 -3.128
C 4.344 -1.948 -2.775
H -2.631 0.501 4.648
O 2.268 1.602 1.101
C -1.660 2.791 1.208
H 0.381 -2.106 -1.033
C 1.762 0.451 5.503
H 1.329 -5.012 1.553
*
```

Record 4
Entry from OMol25: a molecular structure, C40H37AsBIN11S3Sr (the ωB97M-V functional and the def2-TZVPD basis).

Calculated values
Highest occupied orbital energy (eV): -4.26
Relative energy (zero: lowest compared OMol25 entry of this formula, charge and spin) (kcal per mole): 31.7
LUMO energy (Eh): 0.073

The geometry in ORCA input format:
```
! wB97M-V def2-TZVPD RIJCOSX def2/J DEFGRID3
* xyz -1 1
C -2.663 2.540 -1.654
C -3.593 3.239 -2.410
C -0.545 4.911 -0.564
N -2.244 1.311 -1.969
C 0.571 3.445 -2.142
C -2.314 2.562 3.629
C -1.966 -2.515 2.153
B -0.638 0.593 3.504
C -0.123 -5.466 0.145
C 1.466 -3.970 1.891
N 0.762 0.865 2.904
H -0.587 -6.272 -0.426
H -0.567 0.756 4.698
H -1.991 2.814 4.630
C -0.674 -2.875 -2.645
C -1.162 -3.745 -3.709
N -1.301 -1.374 1.998
H -1.319 0.711 -6.126
H -1.144 5.901 -3.749
H -2.390 -0.271 -3.286
H -1.684 6.522 -1.411
C 3.387 2.966 -3.033
As 1.844 1.965 -2.315
C 4.578 4.977 -3.655
H 1.602 -5.232 -1.137
H 2.257 -1.619 -5.792
C 2.046 -0.013 -4.390
C 0.441 -0.515 -6.114
H -2.219 2.991 -0.773
H 1.826 -6.379 0.180
N 1.959 -4.350 0.706
H 0.646 3.215 -0.003
H 0.115 -1.136 -6.940
C 1.524 -3.440 -3.463
C 3.427 4.349 -3.188
S 2.062 -2.621 2.726
C -2.727 0.740 -3.081
H -4.803 3.173 -4.191
C -1.053 5.663 -1.613
C 0.060 4.217 -3.191
H -1.404 -5.499 1.878
H -0.561 -4.518 -0.183
H -0.617 2.067 -4.213
S -1.929 -2.184 -1.632
N -1.145 -0.848 3.239
C 2.928 1.289 2.735
N -2.275 1.424 1.711
H -2.210 -3.107 1.280
H 4.553 1.160 -3.172
C 5.707 4.234 -3.969
H 0.311 3.973 -4.215
C -0.356 -5.668 1.627
C 1.371 -5.421 -0.093
S 1.543 -1.701 -1.397
C -2.255 -2.744 3.508
H 2.459 -3.622 0.218
C 0.671 -2.699 -2.543
H -2.783 -3.578 3.946
Sr -0.499 -0.249 -0.003
C 0.261 3.806 -0.829
N 1.046 0.844 1.574
H -0.780 5.173 0.461
I -4.277 0.463 -5.651
C 5.685 2.854 -3.796
C 1.650 -0.779 -5.478
C 1.256 1.048 -3.940
H -3.908 2.368 0.802
H 1.837 1.181 4.688
C -0.752 5.312 -2.927
C -3.265 2.315 1.669
H 6.602 4.724 -4.331
H 2.564 4.955 -2.945
C 0.043 1.293 -4.575
H -0.110 -6.696 1.910
N -1.571 -4.422 -4.548
C 2.356 1.091 1.474
C -3.632 1.392 -3.904
C 4.540 2.231 -3.322
H 6.563 2.261 -4.023
H 3.959 1.494 2.973
N 0.460 -4.724 2.395
C -3.331 3.074 2.851
C -4.087 2.656 -3.565
H -4.029 3.857 3.107
C -0.363 0.517 -5.656
N 2.222 -4.048 -4.151
H 2.828 1.097 0.504
C 1.873 1.135 3.610
H 2.943 -0.289 -3.857
C -1.710 -1.653 4.157
N -1.700 1.585 2.935
H 0.094 -4.361 3.258
H 4.586 6.054 -3.773
H -3.912 4.229 -2.103
H -1.689 -1.389 5.204
*
```

Record 5
Entry from OMol25: a molecular structure, C40H37AsIrN7OS3Si (the ωB97M-V functional and the def2-TZVPD basis).

Calculated values
Highest occupied orbital energy (alpha / beta) (eV): -10.17 / -10.14
Relative energy (zero: lowest compared OMol25 entry of this formula, charge and spin) (kcal per mole): 48.1
LUMO energy (alpha / beta) (Eh): -0.116 / -0.180

The geometry in ORCA input format:
```
! wB97M-V def2-TZVPD RIJCOSX def2/J DEFGRID3
* xyz 1 2
C -0.924 -1.479 -4.281
N 0.209 -0.935 2.790
N -1.783 2.161 1.206
C 0.324 1.683 -2.105
H -3.294 -0.208 3.436
H 1.149 5.410 -2.558
H 4.759 -1.741 -2.846
C 0.735 -2.150 -5.888
H 2.972 -2.277 -1.201
C 3.240 -1.231 4.927
C -2.118 0.624 -2.104
C 2.670 -1.001 2.240
H -1.965 -1.410 -3.993
H 0.229 4.486 1.590
H -1.199 4.690 -2.495
C -0.352 -5.562 -1.137
H -0.164 0.403 5.861
H 5.297 -1.427 4.320
C -3.340 -0.041 -2.178
H 3.452 -1.296 5.985
H 1.176 -1.057 5.278
N -0.545 3.848 1.506
C -0.474 2.541 1.254
H -3.393 -1.118 -2.107
H 2.972 3.757 -2.368
C -4.051 3.221 1.490
H 4.770 -1.212 1.920
H -4.390 2.594 2.317
H -2.795 0.501 1.629
C 0.086 -1.004 -3.453
C -2.574 3.271 1.442
H 6.141 0.287 -2.556
As -0.337 -0.112 -1.789
C 1.419 -1.116 -3.829
H 2.456 1.369 -2.050
S 0.511 -2.973 0.598
H -1.020 1.290 4.610
C 5.354 0.062 -1.848
N -2.142 0.850 0.935
C -2.066 2.021 -2.240
C 1.740 -1.683 -5.051
H 3.969 1.243 1.017
H -4.430 4.228 1.640
N 0.391 -6.437 -1.201
C -2.795 -1.177 3.341
C 0.914 4.362 -2.427
S -1.925 -1.984 -0.016
C 1.649 2.086 -2.155
C 1.561 -1.016 3.155
C 5.132 0.904 -0.764
H -4.452 2.817 0.558
H -5.456 0.168 -2.432
C 1.941 3.431 -2.323
H 2.777 -1.760 -5.352
Si -1.050 -1.129 4.045
C -4.510 0.687 -2.359
H -1.377 -2.415 -6.149
C 3.381 -0.541 -0.021
C -0.592 -2.049 -5.501
S 0.879 1.552 1.049
C 4.142 0.607 0.159
H -1.544 -2.808 5.776
C -1.021 0.363 5.190
C -0.836 -2.758 4.946
H 0.159 -2.929 5.350
H 5.737 1.791 -0.632
C 3.981 -1.169 2.655
H 2.206 -0.748 -3.186
H -1.059 -3.585 4.268
C 4.273 -1.290 4.001
C 4.578 -1.074 -2.012
C -2.490 -4.428 -1.705
H -2.865 -1.541 2.316
C 1.935 -1.100 4.517
H -3.221 3.815 -2.517
C -0.411 3.956 -2.389
H 0.988 -2.594 -6.841
N -1.826 4.308 1.623
H -1.917 0.357 5.814
O 2.381 -0.885 0.887
C -1.250 -4.468 -1.008
H -5.375 2.632 -2.606
Ir -0.141 -0.750 0.827
C -3.247 2.738 -2.407
H -2.551 0.797 0.002
H -3.372 -1.877 3.948
C 3.575 -1.383 -1.100
C -0.713 2.606 -2.235
C -0.925 -3.379 -0.258
C -4.462 2.071 -2.461
N -3.472 -4.279 -2.288
*
```

Number 1: maximum force 0.5 eV/Å. Number 2: maximum force 3.8 eV/Å. Number 3: maximum force 1.3 eV/Å. Number 4: maximum force 1.5 eV/Å. Number 5: maximum force 2.8 eV/Å.